The following is a quantum chemistry calculation of C41H55Cl3NOY as an isolated structure, from the OMol25 dataset.

```
102
C41H55Cl3NOY | the OMol25 dataset | the ωB97M-V functional and the def2-TZVPD basis
Y -0.60339 -0.16331 0.23190
C -0.01912 0.94402 2.49998
C 0.26766 -0.45092 2.61514
C -1.02496 -1.10937 2.71889
C -2.00815 -0.10484 2.62884
C -1.41751 1.16014 2.52906
C -2.05381 2.51908 2.76719
C -3.57999 2.47099 2.67184
C -1.48868 3.58893 1.82723
C -1.69762 2.92088 4.21227
C -1.41037 -2.58131 2.91722
C -0.97750 -3.47475 1.74857
C -0.85738 -3.10515 4.25026
C -2.93835 -2.71821 2.99232
C 1.72678 -0.86287 2.89500
C 2.14309 -2.26682 2.44286
C 1.97019 -0.72920 4.40803
C 2.69072 0.09798 2.17596
H 0.73161 1.71449 2.41342
H -3.07181 -0.28182 2.65407
H -3.93695 2.17677 1.68633
H -3.99324 3.45593 2.90068
H -3.98702 1.76655 3.40032
H -1.68805 3.36619 0.77632
H -0.40807 3.69032 1.95163
H -1.93928 4.55901 2.04944
H -2.08196 2.18190 4.91818
H -2.13252 3.89357 4.45726
H -0.61532 2.98145 4.34079
H 0.08488 -3.42239 1.54043
H -1.53187 -3.19672 0.84779
H -1.22170 -4.51912 1.96366
H 0.22917 -3.11688 4.27829
H -1.20635 -4.12594 4.42356
H -1.20813 -2.47944 5.07427
H -3.41488 -2.37917 2.07005
H -3.35319 -2.16128 3.83462
H -3.19183 -3.77120 3.13015
H 1.58260 -3.05585 2.93350
H 3.19523 -2.41764 2.69497
H 2.04665 -2.38129 1.35979
H 1.34147 -1.41644 4.97408
H 1.73926 0.28619 4.73688
H 3.01556 -0.94324 4.64793
H 2.50846 0.10365 1.09639
H 3.71670 -0.23684 2.33818
H 2.62288 1.11883 2.55241
Cl -5.04569 0.38736 -5.44622
C -4.23649 -0.11908 -3.99657
C -3.99128 0.80183 -2.99648
C -3.34594 0.36438 -1.85745
Cl -2.96673 1.50427 -0.58346
C -2.91441 -0.95482 -1.64073
O -2.29184 -1.31433 -0.55155
C -3.18683 -1.83722 -2.70601
Cl -2.65782 -3.47391 -2.52789
C -3.83399 -1.43825 -3.85812
H -4.28894 1.83541 -3.10401
H -4.01749 -2.15429 -4.64656
C 0.73404 -4.83629 -0.85297
C 1.44932 -3.62199 -1.38643
C 2.62279 -3.77458 -2.11446
C 3.28482 -2.65080 -2.58895
C 4.56522 -2.78759 -3.37270
C 2.76564 -1.38224 -2.35969
C 1.55901 -1.16952 -1.66653
C 0.94469 -2.34927 -1.15902
N 0.95221 0.03614 -1.37383
C 1.13714 1.35188 -1.99964
C 1.12689 2.38987 -0.86568
C 1.12931 3.82136 -1.40434
C -0.10949 4.03844 -2.28103
C -0.08808 3.05229 -3.45342
C 1.17408 3.27378 -4.28870
C 2.40037 3.03160 -3.40624
C 2.39620 4.02467 -2.24001
C 2.38132 1.59262 -2.86983
C -0.08303 1.62390 -2.90613
H 0.92529 -5.70216 -1.48685
H -0.34344 -4.67736 -0.80528
H 1.08109 -5.08282 0.15361
H 3.01605 -4.76574 -2.31131
H 4.94284 -3.80900 -3.33706
H 5.33627 -2.12263 -2.98028
H 4.40668 -2.52294 -4.42023
H 3.33488 -0.54748 -2.72957
H -0.00084 -2.36245 -0.61266
H 1.98349 2.21390 -0.20790
H 0.21589 2.26168 -0.24954
H 1.11802 4.52530 -0.56745
H -0.12654 5.06735 -2.65255
H -1.01888 3.89236 -1.68710
H -0.97620 3.19964 -4.07474
H 1.19164 4.29271 -4.68757
H 1.18350 2.58825 -5.14136
H 3.30940 3.17025 -3.99682
H 2.43129 5.05011 -2.62036
H 3.28383 3.87721 -1.61625
H 3.28836 1.42286 -2.28204
H 2.37889 0.89697 -3.71016
H -0.08387 0.88932 -3.71792
H -0.99646 1.45423 -2.33188
```

Results
Energy = -3144.3739 hartree
Strongest force on any atom = 0.731 eV/Å
2S+1 = 1
ΔE to the lowest compared entry with this formula, charge and spin = 0.0 kcal/mol
LUMO = 0.47 eV
Orbital gap = 7.5646 eV
Highest occupied orbital energy = -7.1 eV

=====

The following is a quantum chemistry calculation of C41H57BiNOPS5 as an isolated structure, from the OMol25 dataset.

```
107
C41H57BiNOPS5 | the OMol25 dataset | the ωB97M-V functional and the def2-TZVPD basis
Bi 0.22300 -0.72980 -0.18900
S 2.22710 -2.58500 -0.95240
C 3.12080 -1.62530 -2.06600
C 3.77250 -2.24790 -3.14470
C 4.44400 -1.52520 -4.10320
C 4.53990 -0.14230 -3.99870
C 3.93660 0.49390 -2.92890
C 3.24030 -0.22840 -1.97040
S 2.44320 0.72540 -0.67920
C 3.25920 0.15110 0.87470
C 2.70710 -1.02760 1.62880
C 3.59750 -1.80290 2.30770
C 3.09320 -2.81990 3.17550
C 1.77260 -2.92080 3.37890
C 0.80490 -1.93010 2.80000
C -0.41330 -2.75350 2.36280
S -1.73770 -1.96990 1.37460
C -2.30910 -0.60910 2.40370
C -3.45000 -0.89590 3.14400
C -4.02630 0.04710 3.97390
C -3.42330 1.29110 4.08330
C -2.30730 1.58390 3.33160
C -1.73240 0.66510 2.43800
S -0.44660 1.27530 1.43850
N 1.36650 -1.19020 1.68550
H 3.69550 -3.32230 -3.22040
H 4.87770 -2.03560 -4.95330
H 5.06320 0.43170 -4.75110
H 3.98730 1.56920 -2.82970
H 3.15670 1.03570 1.50900
H 4.31080 -0.00610 0.62930
H 4.65850 -1.61830 2.22780
H 3.79420 -3.47760 3.67990
H 1.35030 -3.64400 4.06190
H -0.90940 -3.13760 3.25350
H -0.09410 -3.58520 1.72560
H -3.87650 -1.88790 3.07050
H -4.93000 -0.18640 4.52340
H -3.82420 2.02760 4.76940
H -1.82840 2.54530 3.42260
S 0.31780 -0.91520 4.23400
C -4.36270 5.89690 0.58490
C -3.35960 6.33580 -0.48990
C -2.94030 5.16710 -1.37860
C -2.13560 4.15700 -0.56170
C -2.66980 4.05830 0.87870
C -4.14360 4.43250 0.97960
P -1.89470 2.39060 -1.17980
C -1.23310 2.51710 -2.92540
C 0.22900 3.00070 -2.78440
C 0.51090 4.22950 -3.63730
C 0.26410 3.90710 -5.11020
C -1.07850 3.18640 -5.32110
C -1.95010 3.23180 -4.06690
C -3.62800 1.64140 -1.22000
C -4.67390 2.05640 -2.25480
C -5.93200 1.19800 -2.12310
C -5.58320 -0.27510 -2.30730
C -4.59250 -0.70830 -1.23410
C -3.33330 0.14140 -1.30300
H -5.38760 6.02070 0.21950
H -4.24240 6.53790 1.46260
H -2.46420 6.74000 -0.01000
H -3.79330 7.13610 -1.09900
H -2.33140 5.55710 -2.19560
H -3.82570 4.70450 -1.81150
H -1.09940 4.51830 -0.50390
H -2.09000 4.70410 1.54530
H -2.52990 3.03420 1.22660
H -4.49270 4.25610 2.00180
H -4.72910 3.79160 0.31870
H -1.17710 1.44350 -3.16110
H 0.89770 2.19760 -3.09640
H 0.46590 3.20230 -1.73540
H 1.54920 4.55200 -3.52020
H -0.12120 5.06150 -3.32140
H 1.07860 3.26940 -5.45860
H 0.30430 4.82710 -5.70300
H -0.89960 2.13770 -5.56770
H -1.62080 3.64260 -6.15720
H -2.89920 2.74010 -4.27700
H -2.17500 4.26910 -3.82930
H -4.04190 1.83430 -0.21910
H -4.27470 1.92250 -3.25990
H -4.94720 3.10980 -2.13530
H -6.67100 1.51180 -2.86930
H -6.37280 1.34840 -1.13340
H -5.13610 -0.41920 -3.29440
H -6.48950 -0.88310 -2.25030
H -4.32420 -1.75950 -1.35390
H -5.04690 -0.59100 -0.24620
H -2.76880 -0.07170 -2.20970
H -2.67810 -0.12850 -0.47350
C -1.71410 -1.03840 -4.59240
C -0.39870 -1.10610 -3.74860
C 0.75190 -0.60800 -4.67330
C -0.16440 -2.61730 -3.49970
O -0.49360 -0.37060 -2.61450
H -1.63010 -1.66080 -5.48230
H -1.92530 -0.01660 -4.90260
H -2.54010 -1.40300 -3.98720
H 0.76600 -1.15770 -5.61610
H 1.70710 -0.73640 -4.17380
H 0.62270 0.45100 -4.88840
H -0.08970 -3.14000 -4.45400
H -0.99180 -3.03170 -2.92310
H 0.76040 -2.78160 -2.95740
```

Results
Energy = -4273.3959 hartree
Strongest force on any atom = 1.274 eV/Å
2S+1 = 1
Charge = -2
ΔE to the lowest compared entry with this formula, charge and spin = 47.9 kcal/mol
LUMO = 4.15 eV
Orbital gap = 4.5987 eV
Highest occupied orbital energy = -0.4 eV

=====

The following is a quantum chemistry calculation of a 9-piece molecular cluster, C41H57N5O4 overall, from the OMol25 dataset.

```
107
C41H57N5O4 | the OMol25 dataset | the ωB97M-V functional and the def2-TZVPD basis
C -2.75850 -3.28968 0.98574
C -2.31760 -4.04443 -0.05874
C -1.06358 -4.66292 0.02304
N -0.22632 -4.53585 1.11504
C -0.65619 -3.73744 2.14652
C -1.93125 -3.10760 2.12350
H -3.69612 -2.75622 0.93376
H -2.86422 -4.17142 -0.98149
H -0.77017 -5.26950 -0.82098
H 0.02592 -3.50151 2.94991
H -2.25252 -2.39454 2.86830
C -0.72008 -0.90847 -0.27548
C 0.55091 -1.54324 -0.36069
C 1.69208 -0.82147 0.11134
N 1.60456 0.45320 0.48571
C 0.36263 1.05729 0.55217
C -0.82313 0.40878 0.14732
H -1.58620 -1.49165 -0.55138
H 0.58824 -2.55717 -0.73072
H 2.68545 -1.24250 0.06258
H 0.28094 1.99548 1.08087
H -1.78180 0.88561 0.28874
C 2.48173 6.46049 0.84248
C 2.20848 6.28468 2.19632
C 2.18852 4.99513 2.68660
N 2.31406 3.86857 1.92957
C 2.45991 4.07896 0.58525
C 2.56622 5.32605 -0.00240
H 2.58746 7.44712 0.41615
H 2.03370 7.07519 2.91111
H 1.93972 4.81322 3.72170
H 2.57358 3.22594 -0.06731
H 2.77654 5.45096 -1.05433
C -7.42603 1.02718 1.91823
C -6.03699 1.32092 1.75584
C -5.10937 0.26008 1.57818
N -5.48725 -1.02862 1.65593
C -6.82484 -1.27975 1.76453
C -7.81459 -0.33158 1.99900
H -8.10782 1.82034 2.18739
H -5.78446 2.35517 1.57428
H -4.06258 0.47746 1.42534
H -7.06332 -2.33211 1.80998
H -8.86246 -0.52406 2.17598
C 4.98574 1.28793 -4.52665
C 4.10944 0.45850 -3.88752
C 3.59504 0.88706 -2.63000
N 3.93050 2.02374 -2.01572
C 4.74528 2.85231 -2.71934
C 5.31908 2.51322 -3.93850
H 5.39286 1.01831 -5.48995
H 3.81559 -0.47782 -4.33846
H 2.87144 0.20863 -2.20275
H 5.02401 3.75726 -2.19996
H 6.01097 3.19573 -4.40951
C -1.31181 4.77775 1.08870
C -1.34048 4.01882 2.43930
C -2.54720 3.13418 2.43174
O -3.12226 3.45886 1.17612
C -2.79984 4.73987 0.68964
H -0.65611 4.30309 0.35873
H -0.99686 5.80990 1.24229
H -1.31093 4.67475 3.30934
H -0.44207 3.46454 2.71081
H -3.27157 3.31216 3.22654
H -2.20183 2.10041 2.44391
H -3.42186 5.52364 1.12196
H -3.04507 4.79791 -0.37083
C 2.95347 -4.47239 -2.41829
C 2.55826 -5.37003 -1.27862
C 1.63058 -6.32068 -1.97582
O 0.99746 -5.58615 -2.98312
C 1.71299 -4.38084 -3.24723
H 3.84105 -4.83227 -2.93867
H 3.25830 -3.51322 -1.99978
H 2.04920 -4.80619 -0.49693
H 3.37646 -5.87871 -0.76883
H 0.93035 -6.79249 -1.28650
H 2.20352 -7.13531 -2.41878
H 1.12228 -3.55944 -2.84170
H 1.93016 -4.18634 -4.29752
C -3.34129 0.46946 -2.83176
C -4.24934 0.66808 -1.63382
C -4.00646 2.15467 -1.36772
O -3.91318 2.66770 -2.68552
C -3.61672 1.68857 -3.64112
H -3.59058 -0.39866 -3.44194
H -2.30568 0.36713 -2.50749
H -3.96377 -0.00183 -0.82281
H -5.28942 0.47414 -1.89594
H -3.01734 2.17406 -0.91015
H -4.77787 2.54269 -0.70254
H -2.69874 1.85623 -4.20444
H -4.49588 1.51745 -4.26232
C 4.77142 -3.27032 1.35998
C 3.59126 -3.28609 2.32659
C 3.94617 -2.00467 3.18034
O 5.35001 -1.87374 3.12074
C 5.85466 -2.85173 2.32917
H 4.69885 -2.53903 0.55495
H 4.96839 -4.23451 0.89132
H 3.65601 -4.20632 2.90717
H 2.60149 -3.23872 1.87250
H 3.56426 -2.02347 4.20106
H 3.47485 -1.15924 2.67913
H 6.26355 -3.63842 2.96323
H 6.73601 -2.41621 1.85837
```

Results
SMILES string = c1ccncc1.c1ccncc1.c1ccncc1.c1ccncc1.c1ccncc1.C1CCOC1.C1CCOC1.C1CCOC1.C1CCOC1
Energy = -2171.0569 hartree
Strongest force on any atom = 2.863 eV/Å
2S+1 = 1
ΔE to the lowest compared entry with this formula, charge and spin = 95.9 kcal/mol
LUMO = 0.63 eV
Orbital gap = 9.7644 eV
Highest occupied orbital energy = -9.1 eV